{
  "formula": "C35H51Cl63N3O",
  "method": "the ωB97M-V functional and the def2-TZVPD basis",
  "total_charge": 1,
  "e_tot_ev": -832543.2762,
  "e_above_lowest_kcal_mol": 0.00,
  "e_homo_ev": -11.201,
  "gap_ha": 0.2885,
  "species": ["C", "O", "C", "C", "C", "C", "C", "C", "C", "C", "C", "C", "C", "C", "N", "C", "N", "N", "H", "H", "H", "H", "H", "H", "H", "H", "H", "H", "H", "H", "H", "H", "H", "H", "H", "H", "H", "H", "H", "H", "H", "H", "H", "H", "H", "H", "H", "H", "C", "Cl", "Cl", "Cl", "H", "C", "Cl", "Cl", "Cl", "H", "C", "Cl", "Cl", "Cl", "H", "C", "Cl", "Cl", "Cl", "H", "C", "Cl", "Cl", "Cl", "H", "C", "Cl", "Cl", "Cl", "H", "C", "Cl", "Cl", "Cl", "H", "C", "Cl", "Cl", "Cl", "H", "C", "Cl", "Cl", "Cl", "H", "C", "Cl", "Cl", "Cl", "H", "C", "Cl", "Cl", "Cl", "H", "C", "Cl", "Cl", "Cl", "H", "C", "Cl", "Cl", "Cl", "H", "C", "Cl", "Cl", "Cl", "H", "C", "Cl", "Cl", "Cl", "H", "C", "Cl", "Cl", "Cl", "H", "C", "Cl", "Cl", "Cl", "H", "C", "Cl", "Cl", "Cl", "H", "C", "Cl", "Cl", "Cl", "H", "C", "Cl", "Cl", "Cl", "H", "C", "Cl", "Cl", "Cl", "H"],
  "xyz": [[-1.5413, -6.2801, -7.9920], [-0.3112, -5.8028, -8.4554], [0.1804, -4.8932, -7.4679], [1.0679, -3.8393, -8.1079], [1.0725, -2.4840, -7.3777], [0.6217, -2.5384, -5.9176], [0.9827, -1.2857, -5.1091], [0.7332, -1.6001, -3.6098], [-0.4518, -0.8651, -2.9690], [-0.3370, -1.1402, -1.4509], [-1.2594, -2.2346, -0.9306], [-0.5835, -2.9449, 0.2634], [0.1971, -4.1603, -0.2282], [-0.4839, -5.5103, 0.0521], [0.4799, -6.3161, 0.7995], [1.6861, -5.7362, 0.5602], [2.7836, -6.4831, 0.4899], [1.5249, -4.4371, 0.3905], [-1.8280, -7.1623, -8.5364], [-2.3020, -5.5144, -8.1068], [-1.5107, -6.5476, -6.9402], [-0.6801, -4.4944, -6.9565], [0.8066, -5.4876, -6.8098], [2.0873, -4.1939, -8.1151], [0.7618, -3.6568, -9.1218], [0.4126, -1.8100, -7.8996], [2.0364, -1.9928, -7.3989], [1.0990, -3.3803, -5.4310], [-0.4546, -2.6496, -5.8554], [0.4191, -0.4311, -5.4452], [2.0510, -1.1501, -5.2081], [0.5152, -2.6627, -3.5278], [1.6514, -1.4067, -3.0921], [-0.3373, 0.1900, -3.1812], [-1.4006, -1.1564, -3.3955], [0.6919, -1.4126, -1.3011], [-0.4851, -0.2218, -0.9005], [-1.5399, -2.9694, -1.6725], [-2.1449, -1.7581, -0.5507], [-1.3878, -3.2933, 0.9011], [0.0013, -2.2689, 0.8675], [0.3513, -3.9788, -1.2844], [-0.7801, -5.9700, -0.8707], [-1.2589, -5.3029, 0.7685], [0.6419, -7.2508, 0.4639], [3.2578, -6.8533, 1.2866], [3.0805, -6.7395, -0.4320], [2.3284, -4.1270, -0.1344], [4.3003, -6.5963, 4.7221], [3.7224, -7.1476, 6.2916], [5.9016, -5.8768, 4.8571], [4.3960, -7.9514, 3.5779], [3.6077, -5.8549, 4.3485], [-7.2067, 5.1706, -1.7374], [-6.5958, 4.9781, -3.3801], [-8.7816, 4.3955, -1.5623], [-6.0695, 4.5243, -0.5501], [-7.3265, 6.2224, -1.5478], [4.7406, 0.2439, -0.4426], [6.0059, 0.5847, 0.7259], [3.6531, -0.9893, 0.2188], [3.8607, 1.7249, -0.8158], [5.1811, -0.1474, -1.3473], [-10.4112, 7.7821, -0.0069], [-10.2886, 7.2200, 1.6578], [-8.8003, 7.9458, -0.7230], [-11.4015, 6.6894, -0.9703], [-10.8771, 8.7560, -0.0060], [3.8193, 5.0868, 1.7173], [5.0415, 3.8317, 1.4640], [3.6705, 6.1628, 0.3277], [2.2398, 4.3875, 2.0948], [4.1396, 5.6696, 2.5650], [3.6645, -8.5487, -2.9238], [5.0173, -9.1376, -3.8757], [3.8278, -6.8033, -2.6313], [2.1322, -8.8982, -3.7230], [3.6730, -9.0549, -1.9682], [-2.0150, 1.0316, 7.1134], [-0.8922, -0.2906, 6.7841], [-2.0588, 2.1598, 5.7548], [-3.6288, 0.4036, 7.4497], [-1.6697, 1.5587, 7.9855], [6.5694, -9.0094, 0.4641], [6.9405, -9.5146, -1.1812], [5.1932, -7.8910, 0.4687], [6.2344, -10.4019, 1.4892], [7.4274, -8.4884, 0.8641], [-10.6787, 5.0186, -4.8276], [-10.5217, 4.3077, -6.4346], [-9.5570, 6.3651, -4.6299], [-12.3392, 5.5425, -4.5362], [-10.4289, 4.2630, -4.0969], [-6.4923, 8.0911, 3.8438], [-7.2397, 7.8040, 2.2712], [-7.0544, 9.6190, 4.5228], [-6.8319, 6.7530, 4.9503], [-5.4239, 8.1530, 3.7067], [6.0368, -1.9221, 5.7485], [7.3107, -3.1302, 5.8706], [6.2297, -0.9251, 4.3101], [4.4380, -2.6812, 5.7588], [6.1080, -1.2798, 6.6133], [9.8442, -6.5884, 3.8951], [8.5339, -7.4507, 3.0789], [9.8336, -4.8821, 3.4476], [9.7088, -6.7740, 5.6424], [10.7824, -7.0180, 3.5781], [2.3476, 8.5776, -2.8203], [3.7280, 8.2169, -1.7764], [0.9104, 8.8132, -1.8141], [2.6605, 10.0207, -3.7834], [2.1863, 7.7487, -3.4927], [-3.3214, 10.1866, 5.5436], [-3.9004, 8.5509, 5.8768], [-3.3796, 10.5197, 3.8101], [-4.2651, 11.3765, 6.4393], [-2.2944, 10.2550, 5.8683], [7.7282, -7.7805, -6.2547], [7.7910, -9.4823, -5.7829], [8.6368, -7.5150, -7.7426], [6.0558, -7.2451, -6.4468], [8.1838, -7.1954, -5.4702], [2.1095, 2.8284, 7.5161], [2.5527, 3.2888, 5.8746], [0.4027, 3.1811, 7.8242], [2.4634, 1.1228, 7.7984], [2.6998, 3.4134, 8.2055], [-3.2687, 8.3018, -1.0744], [-2.6310, 9.7521, -0.3035], [-2.7211, 6.8473, -0.2348], [-5.0343, 8.3970, -1.0931], [-2.9115, 8.2611, -2.0927], [-10.1123, 7.6739, 6.9795], [-10.0246, 6.9267, 5.3818], [-8.9548, 8.9981, 7.1113], [-11.7517, 8.2443, 7.3066], [-9.8596, 6.9283, 7.7179], [4.5116, 7.1818, 6.6711], [4.2513, 6.8796, 4.9512], [3.4888, 8.5033, 7.2269], [4.2090, 5.7210, 7.6150], [5.5427, 7.4680, 6.8126], [11.1342, -11.9861, -6.6406], [10.5182, -10.4419, -7.2313], [12.7804, -12.2638, -7.2099], [11.0668, -12.0465, -4.8761], [10.5049, -12.7722, -7.0295], [-15.0356, 10.2719, 5.9089], [-16.0889, 8.8888, 5.5949], [-14.6612, 11.1212, 4.4079], [-15.7798, 11.3677, 7.0745], [-14.1088, 9.9062, 6.3313]]
}

***

{
  "formula": "C35H51ClF2N",
  "method": "the ωB97M-V functional and the def2-TZVPD basis",
  "total_charge": 1,
  "e_tot_ev": -56561.3076,
  "e_homo_ev": -10.512,
  "gap_ha": 0.2231,
  "species": ["C", "C", "C", "C", "C", "C", "C", "C", "C", "C", "C", "C", "C", "C", "C", "C", "C", "C", "C", "N", "C", "C", "C", "Cl", "C", "H", "H", "H", "H", "H", "H", "H", "H", "H", "H", "H", "H", "H", "H", "H", "H", "H", "H", "H", "H", "H", "H", "H", "H", "H", "H", "H", "H", "H", "H", "H", "H", "H", "H", "H", "H", "H", "H", "H", "H", "H", "F", "C", "C", "C", "C", "C", "C", "H", "H", "H", "H", "H", "F", "C", "C", "C", "C", "C", "C", "H", "H", "H", "H", "H"],
  "xyz": [[4.6659, -5.0372, 1.7659], [5.8200, -4.6684, 0.7422], [5.3130, -4.3443, -0.7161], [4.1769, -3.2225, -0.7645], [4.8662, -1.8983, -1.3245], [3.8453, -0.7147, -1.5677], [2.8842, -0.4508, -0.3205], [2.5611, 1.0792, -0.0982], [1.2008, 1.1444, 0.7371], [0.0365, 0.8593, -0.3086], [-1.2546, 0.2574, 0.4106], [-2.5676, 1.0604, 0.0421], [-3.7494, 0.1324, -0.4534], [-5.0096, 0.9959, -0.8999], [-5.9514, 0.2699, -1.9368], [-6.1574, -1.2532, -1.6248], [-5.6407, -2.2594, -2.5731], [-5.8365, -3.6853, -2.2569], [-6.5156, -4.0241, -1.0025], [-6.9836, -3.0810, -0.1115], [-7.6369, -3.5603, 1.1356], [-6.6868, -3.5223, 2.4015], [-6.0328, -2.1202, 2.6732], [-5.0245, -2.0473, 4.1710], [-6.8230, -1.7429, -0.4321], [5.1200, -5.7033, 2.5539], [3.8389, -5.5748, 1.2180], [4.2519, -4.0898, 2.1945], [6.4793, -5.5842, 0.6568], [6.4927, -3.8445, 1.1258], [6.1966, -3.9925, -1.3233], [4.8956, -5.2551, -1.2336], [3.7718, -2.9810, 0.2522], [3.3297, -3.5744, -1.4129], [5.3580, -2.1540, -2.3031], [5.5989, -1.5733, -0.5364], [3.1949, -0.9498, -2.4618], [4.4370, 0.2242, -1.7251], [3.3998, -0.8210, 0.6159], [1.9717, -1.0853, -0.4683], [2.4804, 1.6361, -1.0819], [3.3552, 1.5587, 0.5454], [1.2096, 0.4131, 1.5943], [1.1170, 2.2015, 1.1144], [0.3645, 0.1474, -1.1220], [-0.1873, 1.8423, -0.8143], [-1.4015, -0.8358, 0.1623], [-1.0220, 0.2814, 1.5160], [-2.9585, 1.6534, 0.9217], [-2.3553, 1.7812, -0.7971], [-4.0973, -0.5776, 0.3528], [-3.4057, -0.4242, -1.3742], [-4.5926, 1.9479, -1.3445], [-5.5425, 1.3183, 0.0448], [-6.9460, 0.7909, -1.9122], [-5.4756, 0.3135, -2.9543], [-5.1274, -1.8932, -3.4912], [-5.4794, -4.4561, -2.9779], [-6.6302, -5.1165, -0.7836], [-7.8690, -4.6495, 0.9555], [-8.6098, -3.0553, 1.3578], [-7.3024, -3.7820, 3.3063], [-5.8629, -4.2894, 2.3024], [-6.8361, -1.3257, 2.7273], [-5.3689, -1.8048, 1.8154], [-7.2209, -1.0141, 0.3225], [3.4943, 2.6261, -2.4417], [3.3435, 3.7409, -3.1819], [4.4227, 4.2337, -3.8923], [4.2650, 5.3809, -4.6594], [3.0339, 6.0263, -4.6980], [1.9591, 5.5229, -3.9752], [2.1122, 4.3696, -3.2162], [5.3759, 3.7217, -3.8431], [5.1012, 5.7720, -5.2262], [2.9135, 6.9238, -5.2935], [1.0014, 6.0288, -4.0026], [1.2835, 3.9577, -2.6531], [2.3947, 4.2491, 1.7001], [2.6809, 4.1182, 3.0062], [3.9668, 4.3713, 3.4489], [4.2605, 4.2401, 4.8003], [3.2687, 3.8473, 5.6919], [1.9818, 3.5908, 5.2353], [1.6830, 3.7316, 3.8863], [4.7288, 4.6685, 2.7389], [5.2625, 4.4434, 5.1583], [3.5009, 3.7414, 6.7453], [1.2105, 3.2808, 5.9303], [0.6828, 3.5438, 3.5151]]
}

***

Number 1: lowest unoccupied orbital energy -3.350 eV, M 2763.35 g mol⁻¹. Number 2: lowest unoccupied orbital energy -4.440 eV, M 559.25 g mol⁻¹.